1.
Below is the molecule C18H22N2O5S at a distorted geometry, with properties calculated with ωB97M-V with the def2-TZVPD basis set.

```
48
Properties=species:S:1:pos:R:3:lowdin_charge:R:1
C -2.85 -1.25 -0.31 -0.102
H -2.19 -0.80 -1.05 0.059
C -4.28 -0.75 -0.43 -0.244
C -4.50 0.68 0.06 -0.192
C -4.02 1.78 -0.89 -0.159
N -2.59 1.75 -1.12 0.093
C -1.72 2.12 -0.18 -0.387
O -2.03 2.61 0.90 0.078
C -0.30 1.88 -0.54 -0.083
C 0.88 2.02 0.15 0.029
C 1.86 1.51 -0.76 -0.301
N 1.28 1.12 -1.87 0.138
O -0.05 1.34 -1.75 0.026
C 3.29 1.26 -0.52 -0.355
H 3.83 1.11 -1.46 0.084
H 3.73 2.04 0.09 0.078
S 3.41 -0.26 0.51 0.971
C 2.26 -1.34 -0.32 -0.538
C 2.27 -1.49 -1.69 -0.125
C 1.32 -2.31 -2.28 -0.071
C 0.39 -2.98 -1.52 -0.010
C 0.40 -2.84 -0.13 -0.277
C 1.33 -2.01 0.47 -0.042
H 1.36 -1.86 1.54 0.099
O -0.55 -3.55 0.54 -0.067
C -0.59 -3.49 1.95 -0.262
C -1.72 -4.39 2.43 -0.060
H -1.55 -5.40 2.09 0.079
H -1.78 -4.37 3.51 0.077
H -2.67 -4.04 2.02 0.071
H -0.76 -2.46 2.29 0.121
H 0.37 -3.83 2.37 0.128
H -0.35 -3.62 -1.97 0.117
H 1.32 -2.43 -3.36 0.108
H 3.01 -0.99 -2.30 0.104
C 1.20 2.62 1.49 -0.482
O 2.35 2.76 1.83 0.109
O 0.19 2.99 2.25 0.138
H -0.71 2.88 1.83 0.071
H -2.24 1.31 -1.96 0.145
H -4.51 1.68 -1.86 0.126
H -4.27 2.75 -0.46 0.125
H -4.00 0.81 1.02 0.108
H -5.57 0.84 0.23 0.112
H -4.92 -1.41 0.16 0.104
H -4.61 -0.83 -1.47 0.107
H -2.45 -1.01 0.68 0.079
H -2.81 -2.33 -0.44 0.071
```

Output
Total energy   -1583.0085 Ha
Energy relative to the best compared isomer or geometry (same formula, charge and spin)   20.14 kcal per mole
HOMO-LUMO gap   8.0 eV
HOMO energy   -0.305 Ha
SMILES   CCCCNC(=O)c1onc(CSc2cccc(OCC)c2)c1C(=O)O

2.
Below is the molecule C18H22N4O4S at a distorted geometry, with properties calculated with ωB97M-V with the def2-TZVPD basis set.

```
49
Properties=species:S:1:pos:R:3:lowdin_charge:R:1
C 0.32 4.46 1.52 -0.124
H 0.23 5.41 2.03 0.071
C 1.77 4.17 1.18 -0.320
C 1.95 2.82 0.50 -0.444
H 2.98 2.68 0.16 0.080
H 1.27 2.68 -0.33 0.067
S 1.61 1.46 1.68 1.027
C 1.29 0.20 0.56 -0.603
N 1.30 0.36 -0.76 0.166
C 1.02 -0.86 -1.25 -0.219
C 0.86 -1.79 -0.23 -0.073
N 1.03 -1.07 0.94 0.006
C 0.92 -1.57 2.29 -0.063
H 1.53 -2.48 2.36 0.144
H 1.33 -0.81 2.96 0.108
C -0.51 -1.92 2.76 -0.319
O -1.11 -2.96 2.04 -0.043
H -0.44 -3.55 1.64 0.061
H -0.39 -2.24 3.81 0.148
C -1.49 -0.72 2.78 -0.117
O -1.30 0.29 1.82 -0.081
C -1.71 0.14 0.53 -0.265
C -2.17 -1.05 -0.04 -0.010
C -2.49 -1.08 -1.39 -0.076
C -2.37 0.05 -2.17 -0.106
C -1.94 1.24 -1.60 -0.091
C -1.62 1.28 -0.26 -0.019
H -1.29 2.20 0.21 0.103
H -1.86 2.13 -2.20 0.105
H -2.61 0.01 -3.23 0.103
H -2.83 -2.01 -1.82 0.109
H -2.25 -1.94 0.55 0.104
H -2.50 -1.13 2.73 0.139
H -1.37 -0.19 3.74 0.134
C 0.68 -3.18 -0.50 -0.384
O 0.62 -4.11 0.29 0.051
N 0.59 -3.39 -1.87 0.222
C 0.67 -2.50 -2.92 -0.473
O 0.54 -2.86 -4.07 0.079
N 0.92 -1.19 -2.57 0.021
C 1.03 -0.17 -3.58 0.003
H 0.89 -0.64 -4.55 0.092
H 0.28 0.60 -3.41 0.081
H 2.02 0.29 -3.53 0.097
H 0.44 -4.36 -2.15 0.172
H 2.15 4.94 0.50 0.110
H 2.38 4.20 2.09 0.101
H -0.28 4.50 0.61 0.071
H -0.08 3.68 2.16 0.054
```

Output
Total energy   -1617.3593 Ha
Energy relative to the best compared isomer or geometry (same formula, charge and spin)   3.38 kcal per mole
HOMO-LUMO gap   8.5 eV
HOMO energy   -0.294 Ha
SMILES   CCCSc1nc2c(c(=O)[nH]c(=O)n2C)n1C[C@H](O)COc1ccccc1

3.
Below is a structure of composition C18H23Be2K3N5O12S3 at a distorted geometry, with properties calculated with ωB97M-V with the def2-TZVPD basis set.

```
66
Properties=species:S:1:pos:R:3:lowdin_charge:R:1
K -3.34 6.08 1.01 0.939
K -2.43 -4.24 5.98 0.936
K 2.88 2.97 4.42 0.951
Be -5.31 -1.49 0.16 0.469
Be -4.29 1.90 5.56 0.102
S -7.37 -3.25 5.29 0.198
O -6.87 -4.52 5.80 -0.277
O -6.75 -2.06 5.87 -0.228
O -7.07 -3.18 3.87 -0.141
O -8.80 -3.16 5.39 -0.109
S -1.30 0.66 1.94 0.153
O -2.15 -0.36 2.54 -0.313
O -1.96 0.81 0.62 -0.292
O -1.36 1.88 2.73 -0.420
O 0.14 0.26 1.84 -0.419
S -7.73 2.75 0.79 0.177
O -7.98 1.63 -0.11 -0.189
O -8.93 3.09 1.51 -0.165
O -6.66 2.30 1.65 -0.197
O -7.22 3.90 0.09 -0.234
C -4.46 1.33 -7.09 -0.091
C -4.57 0.52 -5.96 -0.309
N -4.60 -0.11 -4.97 0.128
H -4.71 0.79 -8.00 0.092
H -3.45 1.75 -7.15 0.093
H -5.19 2.13 -6.99 0.092
N 2.35 -2.47 -2.99 -0.008
C 1.61 -2.84 -4.04 -0.154
C 2.43 -3.64 -4.86 -0.116
C 3.74 -3.70 -4.33 -0.091
C 3.59 -3.08 -3.11 -0.163
H 2.00 -1.91 -2.22 0.150
H 0.61 -2.45 -4.11 0.108
H 1.99 -4.02 -5.77 0.083
H 4.57 -4.27 -4.71 0.093
H 4.27 -2.94 -2.28 0.097
N 2.25 -4.44 3.49 0.018
C 1.99 -5.67 3.00 -0.125
C 2.06 -6.62 4.06 -0.119
C 2.56 -5.98 5.14 -0.153
C 2.57 -4.64 4.84 -0.150
H 2.27 -3.56 2.99 0.151
H 1.89 -5.77 1.93 0.108
H 1.80 -7.67 4.02 0.096
H 2.73 -6.37 6.13 0.102
H 2.85 -3.81 5.47 0.093
N -0.92 4.39 -3.37 0.008
C -1.62 5.45 -3.83 -0.181
C -0.82 6.53 -4.05 -0.114
C 0.48 6.04 -3.91 -0.128
C 0.42 4.73 -3.46 -0.125
H -1.32 3.57 -2.93 0.154
H -2.69 5.33 -3.86 0.106
H -0.99 7.58 -4.25 0.098
H 1.38 6.61 -4.03 0.093
H 1.12 3.94 -3.21 0.103
N 7.51 2.67 0.89 -0.008
C 6.60 1.66 1.17 -0.112
C 7.17 0.93 2.25 -0.120
C 8.35 1.57 2.63 -0.121
C 8.53 2.61 1.74 -0.163
H 7.45 3.46 0.26 0.152
H 5.62 1.66 0.71 0.092
H 6.73 0.12 2.81 0.085
H 9.07 1.23 3.35 0.097
H 9.27 3.39 1.63 0.116
```

Output
Total energy   -4899.2901 Ha
HOMO-LUMO gap   2.0 eV
HOMO energy   -0.321 Ha
Net charge   +1

4.
Below is a structure of composition C18H23CaI3N5, with properties calculated with ωB97M-V with the def2-TZVPD basis set.

```
50
Properties=species:S:1:pos:R:3:lowdin_charge:R:1
Ca 0.07 -0.14 -0.20 0.915
I 2.24 0.21 2.21 0.771
C 1.11 1.40 3.55 -1.146
I -0.89 1.65 2.92 0.777
H 1.55 2.39 3.60 -0.035
H 1.09 0.93 4.52 -0.036
N -2.03 -0.03 -3.17 0.135
C -1.77 1.24 -2.66 -0.281
C -2.23 2.33 -3.41 0.002
C -2.00 3.60 -2.96 -0.037
C -1.31 3.80 -1.76 -0.047
C -0.90 2.68 -1.08 -0.140
N -1.13 1.41 -1.51 -0.016
C -1.65 -1.33 -2.83 -0.279
C -2.06 -2.34 -3.71 -0.001
C -1.68 -3.63 -3.44 -0.039
C -0.92 -3.92 -2.31 -0.045
C -0.59 -2.87 -1.49 -0.139
N -0.95 -1.58 -1.73 -0.010
H -2.54 0.01 -4.04 0.131
H -2.75 2.16 -4.35 0.121
H -2.35 4.45 -3.53 0.122
H -1.11 4.78 -1.37 0.115
H -0.37 2.79 -0.14 0.076
H -2.64 -2.10 -4.59 0.120
H -1.98 -4.42 -4.12 0.121
H -0.59 -4.92 -2.08 0.114
H 0.00 -3.05 -0.60 0.085
N -0.78 -1.73 1.52 0.070
C -1.23 -2.40 2.35 -0.254
N -1.75 -3.12 3.31 -0.102
C -2.50 -2.45 4.40 -0.107
C -2.00 -2.95 5.77 -0.160
C -0.72 -3.77 5.64 -0.197
C -0.95 -4.98 4.74 -0.159
C -1.55 -4.58 3.38 -0.105
H -3.56 -2.65 4.25 0.125
H -2.35 -1.38 4.28 0.102
H -2.78 -3.56 6.24 0.116
H -1.84 -2.09 6.43 0.112
H -0.39 -4.10 6.62 0.118
H 0.08 -3.15 5.23 0.116
H -1.64 -5.67 5.24 0.115
H -0.02 -5.53 4.59 0.112
H -2.52 -5.05 3.20 0.124
H -0.90 -4.85 2.55 0.123
I 3.38 -1.56 -0.55 0.525
C 2.13 -0.02 -1.47 -0.845
H 2.14 -0.34 -2.51 -0.091
H 2.79 0.85 -1.43 -0.090
```

Output
Total energy   -2544.0436 Ha
HOMO-LUMO gap   7.2 eV
HOMO energy   -0.361 Ha
Net charge   +1

5.
Below is a structure of composition C18H23Cl2Fe at a distorted geometry, with properties calculated with ωB97M-V with the def2-TZVPD basis set.

```
44
Properties=species:S:1:pos:R:3:lowdin_charge:R:1
Fe 6.10 -10.66 5.82 0.630
C 9.41 -10.02 5.99 -0.067
C 9.68 -11.49 6.28 -0.361
C 10.30 -12.06 4.98 -0.066
C 8.40 -12.20 6.70 -0.176
C 7.44 -11.49 7.54 -0.141
C 6.34 -12.18 8.07 -0.069
C 6.01 -13.45 7.60 -0.260
C 4.72 -14.10 8.04 -0.037
C 6.87 -14.08 6.67 0.001
C 8.08 -13.51 6.30 -0.023
H 10.35 -9.54 5.75 0.093
H 9.02 -9.49 6.86 0.069
H 8.71 -9.87 5.13 0.062
H 10.38 -11.68 7.10 0.155
H 9.50 -12.10 4.22 0.075
H 10.73 -13.07 5.14 0.093
H 11.11 -11.43 4.65 0.079
H 7.75 -10.56 8.03 0.110
H 5.68 -11.69 8.76 0.129
H 4.58 -14.07 9.17 0.118
H 4.68 -15.14 7.70 0.083
H 3.90 -13.58 7.53 0.083
H 6.56 -15.06 6.30 0.124
H 8.77 -14.09 5.71 0.114
Cl 6.41 -11.62 3.55 0.630
C 6.88 -9.97 2.93 -0.757
Cl 6.21 -8.60 4.01 0.640
H 6.42 -9.92 1.94 0.046
H 7.97 -9.92 2.93 0.036
C 4.37 -9.60 6.31 -0.235
C 4.74 -8.26 6.70 -0.376
C 4.04 -7.18 6.09 -0.079
C 4.45 -5.86 6.24 -0.081
C 5.54 -5.52 7.05 -0.084
C 6.12 -6.53 7.80 -0.098
C 5.80 -7.86 7.59 -0.068
H 3.88 -9.62 5.34 0.041
H 4.01 -10.36 6.99 0.038
H 3.19 -7.41 5.42 0.119
H 3.93 -5.08 5.68 0.107
H 5.92 -4.49 7.05 0.113
H 6.97 -6.33 8.47 0.111
H 6.36 -8.60 8.11 0.078
```

Output
Total energy   -2883.4673 Ha
Multiplicity   5
HOMO-LUMO gap (alpha / beta)   7.3 / 6.8 eV
HOMO energy (alpha / beta)   -0.384 / -0.398 Ha
Net charge   +1